{
  "formula": "C3H9N",
  "method": "ωB97M-V with the def2-TZVPD basis set",
  "symbols": ["C", "N", "H", "H", "H", "C", "C", "H", "H", "H", "H", "H", "H"],
  "coordinates": [[0.857, 2.676, -0.957], [1.714, 3.466, -0.472], [0.161, 2.919, -1.755], [0.833, 1.630, -0.626], [2.140, 3.052, 0.355], [-1.282, -2.117, 0.665], [-0.109, -1.289, 0.150], [-2.265, -2.050, 0.196], [-1.433, -1.845, 1.714], [-1.099, -3.197, 0.664], [-0.312, -0.236, 0.344], [0.812, -1.578, 0.650], [-0.019, -1.430, -0.928]],
  "forces_ev_per_a": [[0.548, -1.009, 0.324], [-0.810, 0.723, 0.048], [0.295, 0.409, -0.172], [-0.454, 0.086, 0.082], [0.431, -0.200, -0.292], [-0.125, -0.626, 1.104], [-0.918, -0.208, -0.557], [0.260, 0.653, -0.407], [-0.150, -0.157, -0.007], [0.366, 0.129, -0.044], [0.165, 0.063, -0.053], [0.062, 0.016, -0.047], [0.332, 0.121, 0.021]],
  "mulliken_charge": [0.011, -0.502, 0.278, -0.037, 0.253, -0.955, -0.621, 0.315, 0.264, 0.286, 0.142, 0.274, 0.294],
  "de_lowest_ev": 1.216,
  "orbital_gap_ev": 11.052,
  "homo_energy_ha": -0.3708,
  "lumo_ev": 1.0,
  "max_force_ha_per_bohr": 0.025,
  "smiles": "C=N.CC"
}